A | Here is 2 unconnected molecules or ions with the total composition C2H5NO2 from the Open Molecules 2025 dataset. Energies are from ωB97M-V/def2-TZVPD.

```
10
Properties=species:S:1:pos:R:3
C 0.73 0.55 -0.82
C 1.00 -0.34 0.14
N -2.16 0.43 0.28
O -3.01 1.24 0.50
O 1.83 -1.39 -0.18
H 0.93 0.43 -1.97
H 0.16 1.43 -0.45
H 0.68 -0.07 1.18
H -2.40 -0.44 0.80
H 2.24 -1.85 0.50
```

Computed properties:
Charge = 0
Lowest unoccupied orbital energy = -0.3 eV
Orbital gap = 0.3109 hartree
SMILES = C=CO.N=O

Atom charges from the natural (NBO) analysis, given in e for atoms 1 to 4: number 1, C, carries -0.4803; number 2, C, carries 0.0960; number 3, N, carries 0.0015; number 4, O, carries -0.2457



B | Here is 3 unconnected molecules or ions with the total composition C2H5NO2 from the Open Molecules 2025 dataset. Energies are from ωB97M-V/def2-TZVPD.

```
10
Properties=species:S:1:pos:R:3
C 1.10 -0.71 0.27
N -0.09 -0.22 0.24
C -0.67 0.61 -0.70
O 0.20 1.53 -1.18
O -1.83 0.53 -1.03
H -0.25 2.06 -1.85
H -0.76 -0.68 1.37
H 1.81 -0.55 -0.54
H 1.33 -1.23 1.20
H -0.84 -1.33 2.21
```

Computed properties:
Charge = 0
Lowest unoccupied orbital energy = -0.6 eV
Orbital gap = 0.3007 hartree

Atom charges from the natural (NBO) analysis, given in e for atoms 1 to 4: number 1, C, carries 0.0819; number 2, N, carries -0.5025; number 3, C, carries 0.8686; number 4, O, carries -0.6854



Quick one: most stable of them? B



A | Here is a single C2H5NO2 molecule from the Open Molecules 2025 dataset. Energies are from ωB97M-V/def2-TZVPD.

```
10
Properties=species:S:1:pos:R:3
N 1.51 -0.06 0.26
C 0.23 -0.48 -0.02
O 0.13 -1.80 -0.35
C -0.89 0.25 0.04
O -0.87 1.63 -0.06
H 2.28 -0.46 -0.26
H 1.58 0.93 0.45
H -0.71 -1.82 -0.84
H -1.83 -0.25 0.27
H -1.37 2.00 0.68
```

Computed properties:
Charge = 0
Lowest unoccupied orbital energy = 0.8 eV
Orbital gap = 0.3096 hartree
SMILES = N/C(O)=C\O

Atom charges from the natural (NBO) analysis, given in e for atoms 1 to 4: number 1, N, carries -0.8199; number 2, C, carries 0.4257; number 3, O, carries -0.6753; number 4, C, carries -0.1305



B | Here is a single C2H5NO2 molecule from the Open Molecules 2025 dataset. Energies are from ωB97M-V/def2-TZVPD.

```
10
Properties=species:S:1:pos:R:3
C -1.00 0.58 -0.30
C 1.14 -0.37 0.02
O -2.13 0.06 0.33
O 2.08 -1.28 0.04
N 0.00 -0.43 -0.47
H -2.37 -0.76 -0.13
H 2.65 -0.70 0.72
H -0.65 1.42 0.33
H -1.24 0.96 -1.30
H 1.52 0.52 0.76
```

Computed properties:
Charge = 0
Lowest unoccupied orbital energy = 0.5 eV
Orbital gap = 0.3873 hartree
SMILES = O/C=N/CO

Atom charges from the natural (NBO) analysis, given in e for atoms 1 to 4: number 1, C, carries 0.0899; number 2, C, carries 0.4432; number 3, O, carries -0.7078; number 4, O, carries -0.6345



C | Here is a single C2H5NO2 molecule from the Open Molecules 2025 dataset. Energies are from ωB97M-V/def2-TZVPD.

```
10
Properties=species:S:1:pos:R:3
C -1.09 -0.39 0.58
C 0.62 1.01 -0.61
H -0.72 -0.73 1.59
H -1.65 -1.14 0.09
H -1.66 0.54 0.71
H 1.81 -0.84 -0.40
H -0.05 1.90 -0.52
N 0.05 -0.14 -0.27
O 0.88 -1.27 -0.21
O 1.81 1.06 -0.96
```

Computed properties:
Charge = 0
Lowest unoccupied orbital energy = 0.8 eV
Orbital gap = 0.3780 hartree
SMILES = CN(O)C=O

Atom charges from the natural (NBO) analysis, given in e for atoms 1 to 4: number 1, C, carries -0.4152; number 2, C, carries 0.4768; number 3, H, carries 0.2133; number 4, H, carries 0.2135



D | Here is 2 unconnected molecules or ions with the total composition C2H5NO2 from the Open Molecules 2025 dataset. Energies are from ωB97M-V/def2-TZVPD.

```
10
Properties=species:S:1:pos:R:3
C 1.10 -0.23 -1.71
N 1.45 -0.61 -0.55
H 0.16 -0.61 -2.11
H 1.52 0.62 -2.25
H 2.25 -0.07 -0.24
O -2.02 0.68 0.13
C -1.44 0.08 0.98
O -1.54 0.38 2.30
H -0.81 -0.80 0.77
H -0.68 0.56 2.66
```

Computed properties:
Charge = 0
Lowest unoccupied orbital energy = 0.8 eV
Orbital gap = 0.4124 hartree
SMILES = O=CO.C=N

Atom charges from the natural (NBO) analysis, given in e for atoms 1 to 4: number 1, C, carries -0.0307; number 2, N, carries -0.6129; number 3, H, carries 0.1664; number 4, H, carries 0.1497



Quick one: most stable of them? A



A | Here is a single C2H5NO2 molecule from the Open Molecules 2025 dataset. Energies are from ωB97M-V/def2-TZVPD.

```
10
Properties=species:S:1:pos:R:3
C -0.82 0.21 0.48
C 1.26 -0.58 -0.08
O -1.85 0.29 -0.45
O 1.84 0.49 -0.65
N 0.06 -0.88 0.18
H -2.18 -0.60 -0.61
H 1.19 1.21 -0.76
H -1.22 0.06 1.50
H -0.27 1.19 0.43
H 1.98 -1.39 -0.05
```

Computed properties:
Charge = 0
Lowest unoccupied orbital energy = 0.7 eV
Orbital gap = 0.3873 hartree
SMILES = O/C=N\CO

Atom charges from the natural (NBO) analysis, given in e for atoms 1 to 4: number 1, C, carries 0.0818; number 2, C, carries 0.4395; number 3, O, carries -0.7173; number 4, O, carries -0.6599



B | Here is a molecular structure, C2H5NO2 from the Open Molecules 2025 dataset. Energies are from ωB97M-V/def2-TZVPD.

```
10
Properties=species:S:1:pos:R:3
C 1.33 -0.20 -0.07
C -0.01 0.31 -0.15
H 1.39 -0.58 1.20
H 2.24 0.80 -0.25
H 1.64 -1.25 -0.91
H -1.05 -1.33 0.45
H -1.96 1.06 0.14
N -1.14 -0.56 -0.24
O -0.11 1.55 -0.11
O -2.34 0.21 -0.07
```

Computed properties:
Charge = 0
Lowest unoccupied orbital energy = 0.5 eV
Orbital gap = 0.3883 hartree

Atom charges from the natural (NBO) analysis, given in e for atoms 1 to 4: number 1, C, carries -0.7199; number 2, C, carries 0.5613; number 3, H, carries 0.2524; number 4, H, carries 0.2872



Quick one: most stable of them? A



A | Here is 2 unconnected molecules or ions with the total composition CH4O2 from the Open Molecules 2025 dataset. Energies are from ωB97M-V/def2-TZVPD.

```
7
Properties=species:S:1:pos:R:3
C -1.19 -0.10 0.08
H -0.57 -0.85 0.63
H -2.21 -0.50 -0.28
H 1.04 0.47 -0.20
H 2.06 -0.49 -0.02
O -1.07 1.09 0.21
O 1.95 0.37 -0.41
```

Computed properties:
Charge = 0
Lowest unoccupied orbital energy = 0.2 eV
Orbital gap = 0.4042 hartree
SMILES = C=O.O

Atom charges from the natural (NBO) analysis, given in e for atoms 1 to 4: number 1, C, carries 0.2563; number 2, H, carries 0.1124; number 3, H, carries 0.1178; number 4, H, carries 0.4598



B | Here is 2 unconnected molecules or ions with the total composition CH4O2 from the Open Molecules 2025 dataset. Energies are from ωB97M-V/def2-TZVPD.

```
7
Properties=species:S:1:pos:R:3
O -0.56 -1.41 1.14
C -0.95 -0.58 1.95
H -0.79 -0.75 3.04
H -1.44 0.38 1.66
O 1.47 0.88 -2.27
H 1.56 1.22 -3.19
H 0.71 0.26 -2.32
```

Computed properties:
Charge = 0
Lowest unoccupied orbital energy = 0.8 eV
Orbital gap = 0.4072 hartree
SMILES = C=O.O

Atom charges from the natural (NBO) analysis, given in e for atoms 1 to 4: number 1, O, carries -0.4971; number 2, C, carries 0.2676; number 3, H, carries 0.1130; number 4, H, carries 0.1167



Quick one: most stable of them? B



A | Here is 10 unconnected molecules or ions with the total composition H20O10 from the Open Molecules 2025 dataset. Energies are from ωB97M-V/def2-TZVPD.

```
30
Properties=species:S:1:pos:R:3
O 0.84 -1.31 2.87
H 0.15 -1.83 3.29
H 0.40 -0.46 2.74
O -0.89 -2.51 0.56
H -0.41 -3.34 0.66
H -0.37 -1.75 0.84
O -1.22 3.46 -1.04
H -0.62 3.90 -0.43
H -2.04 3.88 -0.71
O 2.25 -2.32 0.51
H 1.59 -2.01 1.15
H 1.75 -2.48 -0.32
O 3.87 0.10 0.18
H 3.47 -0.44 -0.50
H 4.19 0.89 -0.29
O -1.98 -1.57 -1.51
H -2.55 -1.91 -0.82
H -2.04 -2.11 -2.31
O -0.62 0.54 -0.03
H -0.45 1.48 -0.14
H -1.49 0.28 0.27
O -3.76 1.85 -0.88
H -2.99 1.35 -1.15
H -3.82 1.66 0.07
O 1.51 1.51 2.38
H 1.84 1.37 3.26
H 2.12 1.15 1.72
O 0.27 0.27 -3.17
H 0.09 0.38 -2.23
H -0.58 0.09 -3.59
```

Computed properties:
Charge = 0
Lowest unoccupied orbital energy = 0.1 eV
Orbital gap = 0.4019 hartree
SMILES = O.O.O.O.O.O.O.O.O.O

Atom charges from the natural (NBO) analysis, given in e for atoms 1 to 4: number 1, O, carries -0.9573; number 2, H, carries 0.4740; number 3, H, carries 0.4934; number 4, O, carries -0.9737



B | Here is 10 unconnected molecules or ions with the total composition H20O10 from the Open Molecules 2025 dataset. Energies are from ωB97M-V/def2-TZVPD.

```
30
Properties=species:S:1:pos:R:3
O 2.16 -0.68 3.09
H 1.89 -0.95 3.92
H 1.62 -1.13 2.40
O -0.41 0.71 -2.85
H -0.53 0.54 -1.90
H -0.76 1.57 -2.93
O -0.29 -3.08 -1.00
H -0.06 -4.04 -0.93
H -1.22 -2.96 -1.30
O -0.55 0.16 -0.26
H 0.22 -0.39 -0.06
H -0.20 1.07 -0.36
O 1.51 -2.35 -2.81
H 1.82 -1.47 -2.69
H 0.96 -2.53 -2.03
O 0.76 2.42 -0.43
H 1.08 2.76 -1.24
H 0.63 3.18 0.15
O -0.76 2.30 2.29
H -0.65 1.99 3.20
H -1.01 3.19 2.28
O 1.66 -1.27 0.29
H 2.46 -1.12 -0.20
H 1.26 -2.07 0.06
O -2.78 2.29 -1.70
H -3.21 1.47 -1.38
H -2.40 2.70 -0.97
O -0.76 -0.97 2.59
H -0.78 -0.31 1.88
H -1.65 -1.02 2.90
```

Computed properties:
Charge = 0
Lowest unoccupied orbital energy = 0.1 eV
Orbital gap = 0.3820 hartree
SMILES = O.O.O.O.O.O.O.O.O.O

Atom charges from the natural (NBO) analysis, given in e for atoms 1 to 4: number 1, O, carries -0.9624; number 2, H, carries 0.4593; number 3, H, carries 0.4979; number 4, O, carries -0.9773



Quick one: most stable of them? B



A | Here is a molecular structure, H20O10 from the Open Molecules 2025 dataset. Energies are from ωB97M-V/def2-TZVPD.

```
30
Properties=species:S:1:pos:R:3
O 1.62 -1.87 1.06
H 1.89 -1.72 1.97
H 0.70 -1.61 1.04
O -1.69 0.25 -1.85
H -1.90 -0.13 -1.00
H -2.51 0.18 -2.35
O 0.10 0.68 -2.88
H 0.56 1.22 -2.24
H -0.55 0.20 -2.37
O 1.62 -0.82 -1.60
H 0.85 -0.88 -2.16
H 1.26 -0.62 -0.73
O 3.13 -0.02 1.20
H 2.33 -0.53 1.38
H 3.18 0.01 0.24
O 0.38 -0.22 -0.02
H 0.54 0.19 0.83
H -0.46 0.14 -0.30
O -1.82 2.25 -1.01
H -2.45 2.45 -1.70
H -1.36 1.47 -1.33
O 0.42 0.97 1.91
H 1.24 1.04 2.41
H 0.34 1.81 1.46
O -2.24 -0.56 -0.24
H -2.35 -0.11 0.59
H -2.21 -1.49 -0.02
O -0.16 -1.06 2.32
H -0.54 -1.07 3.20
H 0.07 -0.15 2.17
```

Computed properties:
Charge = 0
Lowest unoccupied orbital energy = -0.6 eV
Orbital gap = 0.2807 hartree

Atom charges from the natural (NBO) analysis, given in e for atoms 1 to 4: number 1, O, carries -0.9091; number 2, H, carries 0.4487; number 3, H, carries 0.4962; number 4, O, carries -0.9470



B | Here is 10 unconnected molecules or ions with the total composition H20O10 from the Open Molecules 2025 dataset. Energies are from ωB97M-V/def2-TZVPD.

```
30
Properties=species:S:1:pos:R:3
H 1.45 0.13 0.07
H 0.34 0.40 -0.94
H 3.31 -1.16 -1.11
H 2.85 -2.47 -1.71
H -3.50 0.24 -2.36
H -2.66 1.40 -1.86
H -3.99 -1.02 -0.11
H -3.38 -2.21 -0.85
H 1.96 2.01 0.63
H 3.27 2.79 0.56
H 0.11 1.21 1.08
H -1.13 1.43 0.24
H -0.08 -2.16 0.65
H -0.58 -0.93 -0.09
H -0.29 1.16 3.48
H -1.04 -0.08 3.02
H -0.07 -3.29 1.87
H -1.40 -3.90 1.46
H 1.39 2.78 -2.19
H 2.52 2.37 -1.26
O 1.11 -0.16 -0.79
O 2.85 -1.52 -1.88
O -2.71 0.44 -1.84
O -3.20 -1.29 -0.60
O 2.42 2.77 1.01
O -0.37 1.89 0.61
O 0.23 -1.36 0.22
O -0.72 0.78 2.71
O -1.02 -3.18 1.98
O 2.32 2.93 -2.02
```

Computed properties:
Charge = 0
Lowest unoccupied orbital energy = 0.0 eV
Orbital gap = 0.3038 hartree
SMILES = O.O.O.O.O.O.O.O.O.O

Atom charges from the natural (NBO) analysis, given in e for atoms 1 to 4: number 1, H, carries 0.4402; number 2, H, carries 0.4555; number 3, H, carries 0.4585; number 4, H, carries 0.4564



Quick one: most stable of them? B